An isolated ion of composition C35H37O3Si and charge +1 in a non-equilibrium geometry. Source: OMol25; level of theory: the ωB97M-V functional and the def2-TZVPD basis.

Computed properties:
net charge = +1
HOMO-LUMO gap = 5.352 eV
total energy = -1870.90235 a.u.

```
76
C35H37O3Si | OMol25 | the ωB97M-V functional and the def2-TZVPD basis
C -5.876 2.214 3.862
O -4.438 2.314 3.951
C -3.704 1.922 2.876
C -2.323 2.212 2.904
C -1.537 1.932 1.810
C -2.083 1.315 0.666
C -1.219 1.021 -0.482
C -0.035 1.690 -0.584
C 1.164 1.115 -1.274
C 1.999 2.250 -1.906
C 2.617 2.022 -3.140
C 3.398 3.021 -3.729
C 3.573 4.243 -3.064
C 2.980 4.463 -1.816
C 2.215 3.451 -1.222
C -1.609 -0.015 -1.478
C -2.221 -1.208 -1.068
C -2.559 -2.194 -1.973
C -2.311 -2.006 -3.352
O -2.736 -2.992 -4.189
C -2.764 -2.718 -5.606
C -1.668 -0.825 -3.789
C -1.330 0.142 -2.851
C -3.459 1.023 0.653
C -4.265 1.296 1.741
H -6.231 2.571 4.830
H -6.261 2.852 3.052
H -6.193 1.173 3.696
H -1.917 2.673 3.796
H -0.471 2.158 1.844
H 0.079 2.667 -0.117
H 0.838 0.531 -2.138
H 2.449 1.060 -3.633
H 3.848 2.832 -4.706
H 4.180 5.024 -3.516
H 3.095 5.414 -1.288
H 1.783 3.604 -0.230
H -2.406 -1.372 -0.008
H -3.039 -3.114 -1.651
H -3.126 -3.653 -6.032
H -3.459 -1.895 -5.835
H -1.762 -2.480 -5.994
H -1.450 -0.668 -4.847
H -0.831 1.049 -3.200
H -3.910 0.571 -0.226
H -5.321 1.050 1.710
C -1.271 -3.537 1.864
Si 0.427 -3.073 1.252
C 1.661 -3.629 2.518
C 0.720 -3.763 -0.442
O 0.451 -1.345 0.952
C 1.404 -0.431 0.862
C 1.966 0.144 -0.457
C 3.373 0.660 -0.042
C 3.493 0.344 1.396
C 4.602 0.622 2.164
C 4.593 0.247 3.508
C 3.445 -0.354 4.058
C 2.284 -0.527 3.312
C 2.308 -0.185 1.941
H -1.318 -4.631 1.981
H -1.486 -3.093 2.844
H -2.065 -3.249 1.165
H 1.663 -4.729 2.524
H 2.676 -3.289 2.297
H 1.397 -3.291 3.527
H 0.706 -4.860 -0.397
H -0.056 -3.437 -1.145
H 1.696 -3.447 -0.828
H 2.157 -0.728 -1.119
H 4.170 0.173 -0.627
H 3.548 1.740 -0.165
H 5.425 1.143 1.674
H 5.487 0.400 4.107
H 3.476 -0.689 5.095
H 1.359 -0.916 3.738
```